a | {"formula": "C33H32ClMoN9O3Se", "method": "ωB97M-V/def2-TZVPD", "orbital_gap_ha": [0.2288, 0.1953], "total_charge": 2, "lumo_energy_ha": [-0.2731, -0.3062], "symbols": ["Mo", "C", "C", "C", "C", "C", "C", "C", "C", "C", "C", "H", "H", "H", "H", "H", "H", "H", "H", "H", "H", "H", "H", "H", "H", "C", "N", "C", "N", "C", "N", "C", "C", "C", "C", "C", "C", "C", "N", "N", "C", "O", "C", "C", "C", "C", "C", "C", "N", "C", "N", "C", "N", "C", "H", "H", "H", "H", "H", "H", "H", "H", "H", "H", "H", "H", "H", "H", "H", "H", "Se", "C", "N", "Cl", "C", "C", "O", "O", "H", "H"], "positions_angstrom": [[-0.043, -0.434, 1.782], [3.147, 2.354, 2.339], [3.137, 1.033, 3.095], [3.830, 1.170, 4.460], [1.755, 0.485, 3.352], [0.616, 1.288, 3.359], [-0.618, 0.780, 3.803], [-0.728, -0.524, 4.310], [-1.978, -0.990, 4.972], [0.380, -1.377, 4.163], [1.584, -0.885, 3.667], [4.171, 2.626, 2.089], [2.742, 3.170, 2.939], [2.578, 2.299, 1.409], [3.679, 0.284, 2.513], [3.263, 1.829, 5.120], [4.820, 1.603, 4.325], [3.950, 0.207, 4.957], [0.685, 2.332, 3.083], [-1.478, 1.437, 3.835], [-2.217, -2.015, 4.696], [-2.818, -0.335, 4.759], [-1.802, -0.981, 6.051], [0.306, -2.411, 4.471], [2.452, -1.532, 3.625], [4.364, -0.421, -2.062], [3.522, -0.618, -0.867], [2.566, 0.159, -0.377], [2.033, -0.405, 0.709], [2.724, -1.587, 0.792], [3.630, -1.740, -0.130], [3.516, 0.012, -3.227], [3.846, 1.132, -3.977], [3.007, 1.560, -5.003], [1.816, 0.898, -5.247], [1.494, -0.233, -4.501], [2.355, -0.690, -3.517], [0.176, -0.873, -4.577], [-0.140, -2.114, -4.525], [-1.523, -2.152, -4.278], [-1.905, -0.927, -4.213], [-0.892, -0.052, -4.430], [-3.140, -0.375, -3.649], [-4.343, -1.074, -3.644], [-5.399, -0.589, -2.891], [-5.247, 0.547, -2.101], [-4.048, 1.244, -2.114], [-3.774, 2.401, -1.184], [-2.503, 2.133, -0.481], [-2.269, 1.203, 0.418], [-0.944, 1.070, 0.574], [-0.428, 1.997, -0.287], [-1.340, 2.654, -0.946], [-3.012, 0.800, -2.923], [4.848, -1.384, -2.218], [5.132, 0.316, -1.834], [2.318, 1.109, -0.816], [2.533, -2.345, 1.531], [4.755, 1.680, -3.762], [3.273, 2.427, -5.590], [1.137, 1.256, -6.009], [2.078, -1.571, -2.948], [-4.443, -1.988, -4.211], [-6.342, -1.119, -2.889], [-6.066, 0.876, -1.473], [-4.561, 2.532, -0.443], [-3.615, 3.346, -1.701], [-3.019, 0.595, 0.892], [0.620, 2.202, -0.392], [-2.074, 1.337, -2.946], [-0.384, -3.544, -1.837], [-0.260, -2.485, -0.527], [-0.178, -1.701, 0.382], [-3.883, -2.093, -0.016], [-3.620, -2.665, 1.654], [-2.259, -2.228, 2.130], [-1.427, -3.018, 2.523], [-2.030, -0.930, 2.042], [-3.679, -3.748, 1.670], [-4.404, -2.228, 2.271]], "mulliken_charge": [-0.44, -1.53, 0.45, -1.52, 0.90, -0.46, -1.11, 1.36, -1.61, -0.69, -0.67, 0.41, 0.44, 0.27, 0.22, 0.38, 0.44, 0.39, 0.44, 0.42, 0.43, 0.40, 0.40, 0.40, 1.00, -0.86, 0.86, -0.97, 1.43, -0.68, -1.11, 0.32, -0.75, -0.78, -0.73, 0.24, -0.03, 0.61, -0.50, -0.39, 0.21, -0.26, 0.36, -0.72, -0.78, -0.77, 0.61, -1.12, 0.80, -0.87, 0.63, -0.94, -0.89, -0.19, 0.35, 0.40, 0.60, 0.55, 0.44, 0.43, 0.53, 0.56, 0.53, 0.42, 0.44, 0.44, 0.31, 0.82, 0.77, 0.87, 0.23, 0.52, -0.76, 0.01, -1.03, 0.81, -0.48, 0.06, 0.46, 0.29]}



b | {"formula": "C33H32ClMoN9O3Se", "method": "ωB97M-V/def2-TZVPD", "orbital_gap_ha": [0.2020, 0.1983], "total_charge": 2, "lumo_energy_ha": [-0.2962, -0.2999], "symbols": ["Mo", "C", "C", "C", "C", "C", "C", "C", "C", "C", "C", "H", "H", "H", "H", "H", "H", "H", "H", "H", "H", "H", "H", "H", "H", "C", "N", "C", "N", "C", "N", "C", "C", "C", "C", "C", "C", "C", "N", "N", "C", "O", "C", "C", "C", "C", "C", "C", "N", "C", "N", "C", "N", "C", "H", "H", "H", "H", "H", "H", "H", "H", "H", "H", "H", "H", "H", "H", "H", "H", "Se", "C", "N", "Cl", "C", "C", "O", "O", "H", "H"], "positions_angstrom": [[-0.055, -0.539, 1.859], [3.172, 2.336, 2.216], [3.163, 1.026, 2.991], [3.895, 1.188, 4.333], [1.781, 0.503, 3.303], [0.659, 1.328, 3.303], [-0.585, 0.857, 3.762], [-0.720, -0.434, 4.304], [-1.973, -0.854, 4.989], [0.353, -1.323, 4.136], [1.571, -0.865, 3.621], [4.191, 2.582, 1.918], [2.813, 3.170, 2.822], [2.560, 2.290, 1.314], [3.681, 0.253, 2.421], [3.380, 1.903, 4.977], [4.904, 1.560, 4.160], [3.975, 0.241, 4.869], [0.724, 2.332, 2.906], [-1.447, 1.508, 3.722], [-2.195, -1.903, 4.817], [-2.815, -0.226, 4.707], [-1.805, -0.734, 6.064], [0.232, -2.365, 4.399], [2.400, -1.553, 3.523], [4.331, -0.386, -2.018], [3.461, -0.632, -0.847], [2.444, 0.075, -0.373], [1.943, -0.527, 0.710], [2.714, -1.658, 0.805], [3.643, -1.740, -0.102], [3.524, 0.072, -3.204], [3.873, 1.210, -3.915], [3.080, 1.650, -4.970], [1.908, 0.986, -5.285], [1.561, -0.161, -4.576], [2.382, -0.635, -3.564], [0.241, -0.794, -4.698], [-0.093, -2.025, -4.821], [-1.470, -2.081, -4.546], [-1.834, -0.878, -4.277], [-0.812, 0.007, -4.386], [-3.061, -0.371, -3.665], [-4.276, -1.045, -3.757], [-5.359, -0.580, -3.029], [-5.224, 0.516, -2.180], [-4.009, 1.181, -2.089], [-3.790, 2.302, -1.099], [-2.532, 2.056, -0.361], [-2.297, 1.069, 0.480], [-0.974, 0.999, 0.711], [-0.465, 2.017, -0.053], [-1.375, 2.668, -0.716], [-2.940, 0.750, -2.858], [4.827, -1.341, -2.180], [5.085, 0.347, -1.736], [2.107, 0.986, -0.837], [2.559, -2.436, 1.533], [4.768, 1.762, -3.650], [3.369, 2.530, -5.528], [1.262, 1.357, -6.070], [2.089, -1.533, -3.029], [-4.366, -1.922, -4.384], [-6.311, -1.088, -3.100], [-6.071, 0.837, -1.586], [-4.596, 2.354, -0.369], [-3.671, 3.284, -1.554], [-3.038, 0.387, 0.858], [0.575, 2.294, -0.067], [-1.989, 1.264, -2.806], [-0.444, -3.641, -1.791], [-0.314, -2.644, -0.417], [-0.227, -1.911, 0.535], [-4.020, -2.077, 0.164], [-3.742, -2.676, 1.819], [-2.343, -2.315, 2.281], [-1.585, -3.134, 2.748], [-2.038, -1.035, 2.115], [-3.853, -3.755, 1.832], [-4.488, -2.219, 2.467]], "mulliken_charge": [-0.70, -1.45, 0.35, -1.52, 1.11, -0.23, -1.03, 1.27, -1.63, -0.82, -0.74, 0.40, 0.42, 0.21, 0.25, 0.38, 0.44, 0.39, 0.40, 0.44, 0.44, 0.40, 0.40, 0.35, 1.07, -0.91, 0.89, -0.92, 1.53, -0.72, -1.11, 0.34, -0.77, -0.77, -0.71, 0.22, -0.01, 0.49, -0.47, -0.36, 0.18, -0.23, 0.35, -0.77, -0.73, -0.83, 0.73, -1.11, 0.85, -0.92, 0.79, -1.08, -0.89, -0.18, 0.36, 0.40, 0.55, 0.54, 0.43, 0.43, 0.53, 0.57, 0.55, 0.42, 0.44, 0.44, 0.31, 0.78, 0.88, 0.85, 0.14, 0.43, -0.63, -0.01, -0.91, 0.70, -0.48, 0.10, 0.46, 0.27]}



It is b that is the most stable of them.